1.
{"formula": "C15H10Cl2N2O2S", "method": "the ωB97M-V functional and the def2-TZVPD basis", "spin_multiplicity": 1, "smiles": "CS/C(=N\\c1cc(Cl)ccc1Cl)[C@@H](C#N)C(=O)c1ccco1", "e_above_lowest_kcal_mol": 29.26, "orbital_gap_ev": 8.18, "elements": ["H", "H", "H", "C", "C", "O", "O", "C", "H", "C", "S", "N", "C", "C", "C", "Cl", "H", "H", "C", "C", "H", "C", "H", "H", "Cl", "N", "C", "C", "C", "H", "C", "C"], "xyz": [[-1.963, 2.719, -3.642], [-0.634, 2.385, 0.932], [-0.305, -4.359, -0.122], [-2.406, 2.328, -2.724], [-0.252, -2.262, 0.516], [-2.787, 1.701, -0.588], [0.357, 2.992, -2.018], [1.309, 3.030, 0.542], [3.120, -0.917, 0.627], [1.499, -3.209, 2.516], [1.452, -0.013, -0.976], [0.104, 0.014, 1.372], [0.158, 2.175, 0.217], [-3.782, 1.961, -2.584], [1.000, -4.086, 1.537], [-1.297, -1.669, -0.754], [3.390, 0.770, 0.267], [-4.522, 1.941, -3.373], [-1.817, 2.172, -1.488], [-0.389, 2.439, -1.181], [-4.892, 1.341, -0.820], [-3.976, 1.622, -1.248], [1.283, -5.101, 1.505], [3.843, -0.483, -0.925], [2.570, -3.683, 3.785], [2.245, 3.655, 0.877], [0.487, 0.708, 0.316], [3.099, -0.166, -0.170], [0.309, -1.367, 1.436], [1.579, -1.167, 3.175], [0.069, -3.633, 0.564], [1.153, -1.836, 2.428]]}



2.
{"formula": "C15H10N2O4S", "method": "the ωB97M-V functional and the def2-TZVPD basis", "spin_multiplicity": 1, "smiles": "O=Cc1ccc2oc3nc4n(c(=O)c3c(=O)c2c1)CCCS4", "e_above_lowest_kcal_mol": 0.00, "orbital_gap_ev": 8.86, "elements": ["O", "C", "C", "H", "C", "H", "H", "C", "O", "S", "H", "C", "C", "C", "C", "C", "C", "C", "O", "H", "N", "C", "H", "N", "H", "C", "O", "C", "H", "H", "H", "C"], "xyz": [[0.493, -1.839, -0.298], [-0.883, 1.481, 0.460], [4.149, -1.130, -2.190], [-5.519, 0.024, 2.866], [-0.298, -0.779, 0.080], [-2.492, 2.841, 2.059], [5.709, 0.234, -2.935], [2.224, -0.310, -0.979], [-0.719, 2.662, 0.203], [-3.938, -1.017, 1.416], [3.777, 0.985, -1.657], [5.404, -0.821, -2.858], [0.107, 0.507, 0.056], [2.430, -2.660, -1.444], [-4.910, 0.395, 2.097], [1.701, -1.607, -0.881], [3.640, -2.446, -2.099], [-3.023, 2.030, 1.614], [6.126, -1.690, -3.349], [-3.691, 2.397, 0.828], [-2.070, 1.045, 1.061], [-3.933, 1.430, 2.658], [4.167, -3.316, -2.476], [-1.565, -1.169, 0.442], [-5.588, 0.836, 1.364], [3.463, -0.060, -1.573], [1.973, 1.893, -0.238], [-2.382, -0.299, 0.932], [2.001, -3.636, -1.334], [-4.480, 2.270, 3.091], [-3.321, 0.960, 3.503], [1.447, 0.790, -0.418]]}



3.
{"formula": "C15H11ClFN3O5P", "method": "the ωB97M-V functional and the def2-TZVPD basis", "spin_multiplicity": 1, "smiles": "N#COc1ccc(C[C@H]2CO2)c2c[n+](P(O)Cl)c(C(=O)NC(=O)F)cc12", "total_charge": 1, "orbital_gap_ev": 7.83, "elements": ["O", "P", "C", "H", "H", "C", "N", "C", "N", "C", "C", "C", "C", "C", "H", "C", "H", "H", "C", "C", "O", "C", "O", "O", "F", "N", "O", "C", "H", "H", "C", "Cl", "C", "H", "H", "H", "H"], "xyz": [[0.933, -3.813, 0.324], [0.886, 2.864, -1.510], [-3.371, -0.013, -0.187], [3.258, 1.507, 0.644], [-2.181, 1.541, 0.996], [0.215, -1.537, -0.241], [3.948, 1.251, -0.067], [3.239, 0.582, -1.119], [0.748, 1.111, -1.033], [-2.191, -0.943, -0.091], [-0.832, -0.580, -0.373], [-3.196, 1.194, 0.802], [1.753, -3.482, 1.295], [1.550, -1.091, -0.511], [-4.883, 1.924, -0.111], [-1.378, -3.193, 0.395], [-3.423, -2.602, 0.475], [-1.572, -4.218, 0.703], [-2.418, -2.251, 0.264], [-4.322, 2.266, 0.749], [-4.139, 1.296, 1.804], [-0.073, -2.857, 0.154], [1.627, 3.460, -0.173], [4.947, -0.810, 0.342], [5.473, 0.930, 1.576], [2.525, -2.963, 1.968], [3.772, 0.284, -2.137], [1.775, 0.197, -0.878], [-3.722, 3.166, 0.819], [1.133, 3.092, 0.579], [4.818, 0.332, 0.601], [2.288, 2.981, -2.963], [-0.501, 0.715, -0.789], [-1.293, 1.447, -0.915], [2.383, -1.779, -0.418], [-4.292, -0.448, 0.201], [-3.488, 0.440, -1.175]]}



4.
{"formula": "C15H11CuF3O13", "method": "the ωB97M-V functional and the def2-TZVPD basis", "spin_multiplicity": 2, "s2": 0.796, "orbital_gap_ev": [8.00, 5.27], "elements": ["O", "C", "F", "H", "C", "H", "O", "C", "C", "F", "O", "H", "O", "C", "Cu", "O", "O", "H", "O", "C", "C", "C", "C", "O", "O", "C", "H", "O", "H", "H", "O", "C", "O", "H", "O", "C", "H", "C", "H", "H", "F", "C", "C"], "xyz": [[-2.469, -2.870, 0.161], [4.351, 1.542, -2.578], [4.905, 2.477, -1.711], [-4.408, 1.583, 1.025], [-2.707, -5.053, 0.634], [-3.790, 3.855, -0.651], [-1.241, 0.586, -1.681], [-4.026, 1.738, 0.015], [-3.267, 2.982, -0.261], [-2.642, 3.495, 0.814], [0.356, -2.893, 1.122], [-4.810, 1.629, -0.734], [-0.482, -7.122, 2.778], [-0.474, -3.874, 1.196], [-0.542, -1.347, -0.547], [2.077, 1.365, -2.765], [-3.113, -7.136, 1.647], [3.081, 3.173, -3.250], [3.828, 0.497, -1.794], [2.194, 2.766, 2.101], [2.516, 0.462, -1.916], [1.460, 3.566, 1.052], [-1.857, -3.951, 0.582], [0.357, 2.690, 0.739], [0.016, 0.406, 1.019], [-0.866, -6.146, 2.131], [5.215, 1.173, -3.131], [-3.035, 0.776, -0.261], [3.191, 1.912, -4.395], [1.284, 4.528, 1.532], [-2.376, 2.530, -1.251], [-2.380, -6.154, 1.433], [1.752, -0.343, -1.377], [-3.708, -5.074, 0.229], [1.841, 1.457, 1.782], [0.646, 1.432, 1.145], [1.796, 3.115, 3.054], [3.150, 2.088, -3.320], [3.235, 3.084, 2.055], [0.857, -4.845, 2.562], [2.276, 3.585, -0.022], [-0.049, -4.943, 1.983], [-2.144, 1.264, -1.151]]}



5.
{"formula": "C15H11F3GaN3S", "method": "the ωB97M-V functional and the def2-TZVPD basis", "spin_multiplicity": 1, "total_charge": 2, "e_above_lowest_kcal_mol": 17.90, "orbital_gap_ev": 7.87, "elements": ["H", "N", "C", "S", "H", "H", "H", "H", "F", "C", "H", "C", "H", "F", "C", "C", "C", "C", "F", "N", "C", "H", "Ga", "H", "N", "C", "C", "H", "C", "H", "C", "C", "C", "C"], "xyz": [[-1.373, 1.675, 0.000], [-1.823, -1.045, 0.000], [2.952, 0.644, 0.000], [-0.124, -3.021, 0.000], [-5.137, -0.582, 0.000], [5.056, 0.311, 0.000], [-0.972, 4.114, 0.000], [5.623, 2.712, 0.000], [-1.724, -5.205, 0.000], [-4.198, -1.117, 0.000], [2.922, -1.229, -0.807], [-4.154, -2.501, 0.000], [3.834, 4.416, 0.000], [-3.599, -5.115, 1.082], [-2.928, -3.156, 0.000], [-1.763, -2.395, 0.000], [3.595, 3.360, 0.000], [1.920, 1.595, 0.000], [-3.599, -5.115, -1.082], [2.528, -0.745, 0.000], [-3.009, -0.423, 0.000], [-5.073, -3.074, 0.000], [0.338, -0.809, 0.000], [-3.005, 0.658, 0.000], [0.622, 1.173, 0.000], [4.584, 2.416, 0.000], [1.166, 3.891, 0.000], [1.377, 4.953, 0.000], [2.235, 2.973, 0.000], [2.922, -1.229, 0.807], [-0.366, 2.064, 0.000], [4.260, 1.046, 0.000], [-2.956, -4.675, 0.000], [-0.132, 3.434, 0.000]]}



6.
{"formula": "C15H11F3N2O3", "method": "the ωB97M-V functional and the def2-TZVPD basis", "spin_multiplicity": 1, "smiles": "Cc1cccc(NC(=O)c2ccc(C(F)(F)F)cc2C(=O)O)n1", "e_above_lowest_kcal_mol": 0.33, "orbital_gap_ev": 8.59, "elements": ["C", "H", "H", "C", "N", "O", "C", "C", "H", "C", "C", "H", "H", "C", "F", "C", "C", "H", "C", "O", "O", "H", "F", "C", "H", "C", "C", "C", "H", "H", "H", "N", "F", "C"], "xyz": [[-0.039, -0.309, -1.670], [2.309, 4.448, 2.547], [0.969, 4.635, 3.696], [1.854, -1.566, -0.663], [0.945, 1.806, -0.837], [2.506, -0.591, -0.393], [0.466, -1.522, -1.194], [1.650, 3.924, 3.232], [-3.130, -1.348, -2.588], [-0.728, 1.121, 2.383], [-1.332, -0.256, -2.181], [-1.712, 0.676, -2.568], [1.626, 2.538, -1.020], [0.858, 0.889, -1.834], [-3.749, -3.572, -1.408], [-2.125, -1.387, -2.196], [-2.481, -3.820, -1.779], [-0.269, 2.208, 4.180], [-1.619, -2.590, -1.710], [1.430, 1.048, -2.889], [2.313, -2.810, -0.503], [2.244, 3.464, 4.020], [-2.548, -4.315, -3.029], [-0.440, 0.974, 1.035], [-1.475, 0.493, 2.844], [0.887, 2.873, 2.492], [0.535, 1.806, 0.489], [-0.061, 2.075, 3.130], [0.066, -3.599, -0.845], [-0.963, 0.244, 0.442], [3.225, -2.790, -0.172], [1.162, 2.734, 1.206], [-2.043, -4.817, -1.000], [-0.329, -2.664, -1.213]]}